# 1
Computed, not measured: 3 unconnected molecules or ions with the total composition C4H9NOS at a distorted geometry, with ωB97M-V with the def2-TZVPD basis set.

Gap between HOMO and LUMO in eV: 3.874
E_HOMO in eV: -7.70

```
16
Properties=species:S:1:pos:R:3:forces:R:3
H -0.076015 0.211731 -4.451652 -0.084 0.230 0.636
H -1.106043 2.199060 1.418305 0.203 0.357 0.431
C -0.245618 1.861693 0.855537 -0.096 1.266 -1.929
H 0.215863 -1.458829 -0.854190 0.289 0.852 0.910
C 0.669993 0.881034 1.362975 1.298 -1.615 0.514
O 0.434151 0.039969 2.201566 -0.308 0.706 0.021
H -1.385456 -2.154499 -0.391684 0.468 -0.935 -0.776
C -0.330387 -2.040406 -0.118767 -1.210 -0.985 0.527
H 1.695819 0.993964 0.953891 -0.257 -0.111 -0.132
H -0.264369 1.753294 -1.108053 0.997 -0.606 -1.833
H -0.352438 3.323644 -0.457851 -0.456 -0.193 -0.527
N 0.052665 2.399517 -0.362889 -1.204 -0.017 2.706
H 0.736348 -2.230788 1.740383 0.744 -0.643 -0.925
H -0.392899 -3.599834 1.367697 -1.019 0.519 0.173
C 0.031074 -2.664524 1.019449 0.656 0.987 -0.058
S 0.317305 0.484979 -3.174719 -0.022 0.188 0.261
```
Forces are in eV/Å.

# 2
Computed, not measured: C4H8N2 in the gas phase at a distorted geometry, with ωB97M-V with the def2-TZVPD basis set.

Gap between HOMO and LUMO in eV: 10.740
E_HOMO in eV: -9.96

```
14
Properties=species:S:1:pos:R:3:forces:R:3
H -1.645242 1.666660 -0.519730 0.480 -0.115 -0.526
C 1.337114 -0.118532 1.048792 -3.293 -3.019 -1.018
H -0.974638 -0.353678 -1.672075 -0.180 0.151 -1.404
H 0.372728 -0.378659 1.777145 3.000 0.596 -1.670
H 2.237516 -0.735097 1.175281 -0.375 0.343 0.594
C 0.862535 -0.391433 -0.435074 -3.915 0.345 3.109
H 1.518050 0.898186 1.010131 0.658 2.173 0.801
H -2.588847 0.541263 0.298440 1.465 -0.388 -0.214
H -1.127134 -1.320035 -0.269301 0.302 0.575 -0.091
C -0.778424 -0.324709 -0.637855 3.062 -2.578 0.827
H -1.088281 1.118753 0.909099 1.461 0.549 2.786
C -1.490059 0.747063 0.054050 -3.883 1.355 -1.432
N 1.639711 -1.273253 -1.246822 0.116 -0.661 -0.462
N 1.724969 -0.076525 -1.492087 1.103 0.676 -1.301
```
Forces are in eV/Å.

# 3
Computed, not measured: C4H7ClO in the gas phase at a distorted geometry, with ωB97M-V with the def2-TZVPD basis set.

Gap between HOMO and LUMO in eV: 9.844
E_HOMO in eV: -8.90

```
13
Properties=species:S:1:pos:R:3:forces:R:3
C 1.712869 1.410673 0.047754 7.108 -1.782 -0.306
C 2.316543 0.092191 0.181319 -2.300 4.177 -2.376
H 0.716322 1.723055 -0.237681 0.210 -0.097 0.451
H 0.170913 0.204209 -1.046109 0.149 -0.988 -0.303
Cl -2.247677 0.380104 -0.074643 0.946 -0.599 0.350
H -1.383169 -1.580960 1.024898 2.149 2.372 -0.924
O 1.551607 -1.003573 -0.021960 -0.901 -0.985 -0.332
H 2.714587 2.150006 -0.159546 -3.448 -1.517 0.908
H 3.465328 -0.084185 0.075608 -2.417 0.273 0.810
C -0.782449 -0.617256 0.588959 -2.180 0.209 2.258
C 0.175051 -0.787663 -0.554109 1.974 3.098 2.514
H -0.106414 -1.537900 -1.178183 -0.262 -2.344 -1.803
H -0.311994 0.104912 1.382090 -1.027 -1.818 -1.247
```
Forces are in eV/Å.

# 4
Computed, not measured: 2 unconnected molecules or ions with the total composition C2H8NOP at a distorted geometry, with ωB97M-V with the def2-TZVPD basis set.

Gap between HOMO and LUMO (spin up / spin down) in eV: 7.932 / 7.354
E_HOMO (spin up / spin down) in eV: -7.50 / -6.70

```
13
Properties=species:S:1:pos:R:3:forces:R:3
H -3.045149 0.068060 -1.054736 0.312 0.411 -0.194
H -4.683353 0.634984 -0.511501 0.916 -0.137 0.379
H -4.391424 -0.992107 -0.896705 0.120 -0.548 0.261
H 2.013898 2.528248 0.031538 0.265 -1.515 -0.224
H 2.591632 1.175363 0.956457 -0.351 0.929 -1.376
H -3.573208 -0.345382 0.553876 0.082 -0.195 1.098
H 3.629776 -0.450344 0.687223 -0.121 -0.699 0.049
C 2.934122 -1.282833 0.503887 2.023 1.575 0.693
O 1.883451 -0.999709 -0.204472 -1.145 -0.135 -0.694
H 2.899783 -2.121670 1.132702 -0.072 -1.093 0.456
C -3.895092 -0.147472 -0.431411 -1.421 0.470 -1.543
P 1.330996 0.409175 -0.757184 -1.781 0.101 -1.398
N 2.304574 1.523683 -0.009670 1.173 0.835 2.494
```
Forces are in eV/Å.

Going through the records in order, we get energy above the lowest of the compared OMol25 structures with the same formula, charge and spin values of 168.1 71.9 76.2 85.2 kcal/mol.
Going through the records in order, we get DFT total energy values of -685.75112 -266.60745 -691.92452 -552.24786 Eh.